{"formula": "C38H76F6N8O6P", "method": "ωB97M-V/def2-TZVPD", "symbols": ["P", "F", "F", "F", "F", "F", "F", "C", "C", "C", "C", "N", "H", "H", "H", "H", "H", "H", "H", "C", "C", "C", "C", "N", "H", "H", "H", "H", "H", "H", "H", "C", "C", "C", "C", "N", "H", "H", "H", "H", "H", "H", "H", "C", "O", "C", "C", "N", "C", "C", "O", "C", "H", "H", "H", "H", "H", "H", "H", "H", "H", "H", "H", "H", "H", "H", "H", "C", "O", "C", "C", "N", "C", "C", "O", "C", "H", "H", "H", "H", "H", "H", "H", "H", "H", "H", "H", "H", "H", "H", "H", "C", "O", "C", "C", "N", "C", "C", "O", "C", "H", "H", "H", "H", "H", "H", "H", "H", "H", "H", "H", "H", "H", "H", "H", "N", "C", "C", "C", "C", "H", "H", "H", "H", "H", "N", "C", "C", "C", "C", "H", "H", "H", "H", "H"], "xyz": [[0.2349, -1.6981, 0.0501], [-0.3263, -2.9516, 0.9251], [1.6582, -2.3898, -0.1908], [-0.4302, -2.2768, -1.2927], [0.7571, -0.4355, -0.7989], [-1.1663, -0.9591, 0.4511], [0.8269, -1.1384, 1.4759], [2.9880, -4.0159, -4.4412], [2.3055, -3.6377, -3.1389], [2.4642, -4.6994, -2.0516], [3.8038, -4.9159, -1.5334], [4.8503, -5.0336, -1.0765], [2.6070, -4.9963, -4.7589], [4.0712, -4.1124, -4.3682], [2.7275, -3.3630, -5.2757], [1.2486, -3.4232, -3.3116], [2.6613, -2.6534, -2.8116], [2.1502, -5.6298, -2.5422], [1.7231, -4.5155, -1.2772], [-2.9748, -4.8975, 4.1433], [-3.3113, -4.5405, 2.6893], [-4.8256, -4.4975, 2.4546], [-5.5312, -5.6846, 2.9546], [-6.1486, -6.5826, 3.3185], [-2.9086, -5.9914, 4.2082], [-3.6194, -4.5216, 4.9290], [-1.9164, -4.6712, 4.2896], [-2.8757, -5.2950, 2.0357], [-2.8892, -3.5689, 2.4310], [-5.0348, -4.4843, 1.3824], [-5.2710, -3.6471, 2.9714], [-5.0789, 0.1244, -2.0815], [-4.2085, -0.1818, -0.8667], [-3.7851, -1.6355, -0.7423], [-4.8523, -2.6193, -0.9899], [-5.6954, -3.3707, -1.1778], [-4.5311, -0.0486, -3.0144], [-5.3701, 1.1737, -2.0567], [-5.9405, -0.5415, -2.1410], [-4.7999, 0.1175, 0.0021], [-3.3011, 0.4220, -0.8632], [-3.4440, -1.9142, 0.2572], [-2.9826, -1.8868, -1.4390], [-4.9105, 3.4887, 0.5924], [-3.6138, 2.9374, 0.7923], [-2.6321, 3.5673, -0.0028], [-1.2699, 2.9357, 0.2930], [-0.6209, 3.5515, 1.4670], [-0.1543, 4.9088, 1.2339], [0.4873, 5.5079, 2.4676], [-0.3901, 6.3258, 3.2304], [-1.0410, 5.6162, 4.2841], [-4.8424, 4.5843, 0.6396], [-5.5276, 3.1946, 1.4375], [-5.2729, 3.1641, -0.3852], [-2.6258, 4.6384, 0.2531], [-2.8004, 3.5409, -1.0930], [-0.6601, 3.1603, -0.5821], [-1.3818, 1.8600, 0.4034], [-1.3763, 3.5959, 2.1492], [-0.9505, 5.5711, 0.8488], [0.5535, 4.9468, 0.3954], [1.2677, 6.2178, 2.1803], [0.9514, 4.7050, 3.0388], [-1.2953, 4.5859, 4.0310], [-1.9743, 6.1691, 4.4086], [-0.4464, 5.6360, 5.1989], [2.9785, 0.4664, 6.0801], [3.4099, 0.6466, 4.7695], [2.3184, 0.9592, 3.9259], [2.7334, 1.0869, 2.4650], [3.4792, -0.1177, 2.1028], [3.9732, 0.0037, 0.7191], [4.8085, -1.2246, 0.4269], [5.8042, -1.4264, 1.3970], [6.3543, -2.7231, 1.3433], [2.6665, 1.4240, 6.5314], [3.7708, 0.0318, 6.6843], [2.0826, -0.1695, 6.1203], [1.8671, 1.9048, 4.2831], [1.4742, 0.2664, 4.0718], [3.2710, 2.0063, 2.2305], [1.7343, 1.1606, 2.0016], [2.7464, -0.7996, 1.9141], [4.4633, 0.9505, 0.4649], [3.1370, 0.0106, -0.0048], [5.2135, -1.2826, -0.5983], [4.1426, -2.1039, 0.4647], [5.6288, -3.5051, 1.1092], [6.8038, -2.9164, 2.3163], [7.1386, -2.7145, 0.5741], [-1.3252, 4.6720, -3.3636], [-0.4773, 3.7658, -2.7132], [0.9066, 3.9881, -2.9749], [1.6828, 2.7686, -2.5816], [2.0175, 1.8920, -3.7075], [2.4796, 0.5781, -3.2624], [2.8650, -0.2597, -4.4718], [4.2526, -0.1854, -4.7800], [5.0367, -0.9695, -3.9221], [-2.3227, 4.2332, -3.4412], [-0.9816, 4.9505, -4.3655], [-1.4574, 5.5950, -2.7768], [1.2152, 4.9197, -2.4732], [1.0265, 4.2896, -4.0267], [1.3667, 2.3404, -1.6238], [2.6883, 3.1629, -2.3378], [1.1938, 1.8553, -4.3058], [1.6869, 0.0680, -2.7025], [3.3558, 0.8051, -2.6528], [2.3512, 0.1127, -5.3600], [2.6184, -1.3283, -4.4123], [6.0606, -1.0308, -4.2816], [4.6575, -1.9986, -3.8369], [5.0246, -0.5254, -2.9184], [-0.8808, -0.1546, -3.4444], [-1.6873, 0.8925, -3.8069], [-1.7116, 0.9551, -5.1678], [-0.9480, -0.1465, -5.6584], [-0.4532, -0.7974, -4.5683], [-0.6952, -0.4500, -2.4995], [-2.0603, 1.6108, -3.0962], [-2.1534, 1.7067, -5.8009], [-0.9119, -0.3958, -6.7057], [0.0324, -1.7588, -4.5099], [-1.4085, -1.0608, 3.3417], [-1.2257, -1.9035, 4.4034], [-2.0657, -1.4685, 5.4096], [-2.7508, -0.3227, 4.9468], [-2.2986, -0.0817, 3.6597], [-1.0327, -1.1821, 2.4117], [-0.6301, -2.7939, 4.3239], [-2.2635, -2.0349, 6.3078], [-3.5755, 0.2222, 5.3779], [-2.5338, 0.7087, 2.9657]], "forces_ev_per_a": [[-0.0619, -0.2768, 2.0491], [0.2866, -0.6241, -0.7534], [-0.2150, -0.6620, -0.4268], [0.0827, -0.3985, -0.1477], [-0.4307, 0.5243, 0.4793], [-0.0134, 0.7260, -0.8219], [0.1553, 0.6569, -0.5461], [-0.4955, -0.8099, -0.4400], [0.5195, 1.1531, -0.0861], [-1.0923, -0.4755, -0.9421], [-0.0403, 0.5447, 0.3208], [0.1020, -0.1442, -0.1288], [0.1419, -0.0112, 0.0640], [0.0059, 0.1503, 0.0956], [0.1916, 0.2792, 0.1805], [-0.1188, -0.5115, 0.0746], [0.2235, -0.2909, 0.3105], [0.0871, -0.1334, 0.2638], [0.3963, 0.0298, 0.3936], [1.3576, -1.2471, -0.8425], [-0.5024, 0.0406, 0.7036], [0.0657, -0.4612, -0.1573], [-0.0921, -0.0200, 0.0219], [0.1312, -0.0243, 0.0370], [-0.6888, 0.0309, 0.2065], [0.0150, 0.3288, -0.0695], [-0.2273, 0.5926, 0.4332], [0.1107, 0.0985, -0.0741], [-0.0401, 0.0047, -0.0929], [-0.1490, 0.4523, 0.0464], [-0.0003, 0.1657, -0.2409], [0.6820, -0.2927, -0.4895], [-0.5923, 0.1966, 0.1631], [-0.1559, -1.0529, 0.0178], [0.1765, 0.7187, -0.1387], [-0.3709, -0.4180, -0.0268], [0.0793, 0.1300, 0.0455], [-0.2390, -0.0553, -0.0757], [-0.1942, 0.2337, 0.2431], [0.2521, -0.1088, 0.2129], [-0.0259, 0.0728, 0.0246], [0.3529, 0.4484, -0.0175], [0.0786, 0.1089, 0.0696], [0.9955, 0.2497, 0.2719], [-0.3380, -0.0636, -0.1022], [0.4182, 0.0798, -0.0136], [0.0319, 1.3140, -0.2245], [-0.5895, -0.6201, -0.0412], [-0.2603, 0.2483, -0.7605], [0.3588, 0.9633, -0.3919], [-0.1148, -0.9941, 0.4229], [-0.4348, 0.7914, -0.4733], [-0.1140, -0.0094, -0.2511], [-0.1896, -0.3687, -0.2449], [-0.4296, 0.0812, 0.1034], [0.1039, -0.0443, -0.0502], [-0.5145, -0.4180, 0.1661], [0.1656, -0.3290, 0.0973], [0.0916, -0.1172, 0.1359], [0.3395, -0.0386, 0.2878], [0.0198, 0.1539, 0.4507], [0.2342, -0.5515, 0.2302], [0.1327, -0.2572, -0.2035], [-0.0309, -0.0324, 0.3019], [0.1474, -0.0424, -0.0706], [-0.0047, -0.1904, 0.4654], [0.0111, -0.0491, 0.0506], [-0.5996, 0.3115, 0.3598], [-0.0389, -0.2151, -0.3249], [-0.0144, 1.0688, 0.5681], [-1.0042, -0.6262, 1.0272], [-0.4396, 0.8416, -1.6311], [0.0338, -0.0935, -0.5722], [-0.3172, -0.9573, -0.2061], [-0.0664, 0.1725, 0.1013], [0.5057, 0.5515, -0.1862], [0.1436, -0.0045, 0.0281], [0.1086, -0.0343, -0.1007], [0.1615, -0.2025, 0.0266], [0.1691, 0.1629, -0.2352], [0.4173, -0.4990, -0.2885], [0.2820, -0.1279, 0.2515], [0.3078, 0.0956, -0.6174], [0.1165, -0.3113, 0.8732], [0.4528, -0.0795, 0.7231], [0.0275, -0.2205, 0.0610], [0.1300, 0.4826, 0.0674], [-0.1735, 0.1737, 0.0576], [-0.1339, 0.0881, -0.0034], [0.0471, -0.0627, -0.0143], [0.0056, -0.4235, 0.0240], [-0.4691, 0.4202, 0.3261], [-0.0128, -0.1345, -0.5141], [-0.9070, 0.8343, -0.1390], [2.7525, 1.0071, -0.0989], [-1.2215, 0.3246, 0.0325], [-0.7259, 0.2466, -0.6316], [0.6100, -0.1891, -0.5147], [0.1510, 0.0571, -0.5495], [-0.2681, -0.0890, 0.6066], [0.1090, -0.1654, -0.0806], [0.0799, -0.1557, 0.0031], [0.2176, 0.0106, -0.0767], [0.1284, -0.3769, 0.5246], [0.1364, -0.6751, -0.1320], [-0.6472, -0.3937, -0.3614], [-0.2120, 0.0759, 0.4203], [0.0623, -0.6336, 0.0244], [0.4695, 0.0148, 0.2392], [-0.0410, -0.4797, 0.2750], [-0.0377, 0.1090, 0.0810], [-0.2226, 0.2921, 0.4077], [0.0060, 0.2577, -0.1503], [-0.0080, 0.1521, -0.0580], [0.2502, -0.2061, 0.0604], [-0.5296, 0.1355, -0.0300], [0.4628, 0.5148, 0.2768], [0.1742, -0.2398, -0.5390], [-0.5465, 0.6318, -0.1891], [-0.0513, -0.7799, -0.0062], [0.0706, -0.0246, -0.0112], [0.0170, -0.1587, 0.1868], [-0.2466, 0.0479, 0.1951], [0.3988, -0.2515, 0.0670], [0.2170, 0.1560, 0.0947], [0.2416, 0.0742, -0.0757], [-0.7750, 0.4192, -0.1579], [-0.0281, -0.6484, 0.0782], [-0.0589, 0.2819, -0.8320], [-0.1583, -0.3117, 0.4333], [0.2353, 0.0723, 0.3195], [0.1806, 0.0743, -0.0185], [0.1476, 0.2390, 0.1320], [0.2241, 0.0203, 0.3765], [-0.0739, -0.0719, -0.0795]], "homo_lumo_gap_ev": 8.10, "e_homo_ev": -6.09, "multiplicity": 1, "total_energy_ha": -3323.6854, "charge": -1}